Record 1
{"formula": "C3H3NO2", "method": "wB97M-V/def2-TZVPD", "homo_energy_ev": -10.19, "smiles": "O=[N+]([O-])C1=CC1", "molar_mass_g_mol": 85.062, "lumo_energy_ev": 0.245, "e_tot_ha": -321.1021, "elements": ["O", "N", "O", "C", "C", "C", "H", "H", "H"], "coordinates": [[1.527, -3.365, -0.125], [1.636, -2.428, -0.853], [2.306, -2.124, -1.799], [0.490, -1.241, -0.480], [-0.498, -0.463, -0.751], [0.434, 0.042, 0.357], [-1.483, -0.175, -1.317], [1.050, 0.913, 0.297], [-0.029, -0.169, 1.330]]}

Record 2
{"formula": "C3H3NO2", "method": "wB97M-V/def2-TZVPD", "homo_energy_ev": -11.19, "smiles": "N#C[C@]1(O)CO1", "molar_mass_g_mol": 85.062, "lumo_energy_ev": 0.693, "e_tot_ha": -321.2599, "elements": ["N", "C", "C", "O", "C", "O", "H", "H", "H"], "coordinates": [[2.618, -0.124, 0.597], [1.549, 0.154, 0.333], [0.136, 0.361, -0.091], [-0.364, 1.659, -0.016], [-0.685, -0.792, 0.176], [-0.309, -0.381, -1.118], [-1.083, 1.581, -0.518], [-0.154, -1.733, 0.466], [-1.708, -0.726, 0.171]]}

Record 3
{"formula": "C3H3NO2", "method": "wB97M-V/def2-TZVPD", "homo_energy_ev": [-10.69, -9.35], "molar_mass_g_mol": 85.062, "lumo_energy_ev": [-1.496, -1.605], "e_tot_ha": -321.1381, "elements": ["C", "C", "C", "N", "O", "O", "H", "H", "H"], "coordinates": [[-0.393, -1.112, -0.856], [-0.053, -0.215, 0.108], [0.472, 1.128, -0.160], [-0.481, -1.915, -1.655], [-0.690, -1.777, 1.792], [-0.340, -0.532, 1.360], [0.613, 1.232, -1.158], [1.154, 1.380, 0.613], [-0.283, 1.811, -0.043]]}

Record 4
{"formula": "C3H3NO2", "method": "wB97M-V/def2-TZVPD", "homo_energy_ev": -9.86, "molar_mass_g_mol": 85.062, "lumo_energy_ev": 0.046, "e_tot_ha": -321.2688, "elements": ["C", "C", "C", "N", "O", "O", "H", "H", "H"], "coordinates": [[-1.204, -1.394, -0.814], [-0.556, -0.947, 0.547], [0.776, 1.100, 0.138], [-0.181, 0.085, -0.127], [-1.356, -1.427, -1.948], [-0.549, -1.519, 1.588], [0.442, 1.751, 0.949], [1.729, 0.654, 0.431], [0.900, 1.696, -0.765]]}

Record 5
{"formula": "C3H3NO2", "method": "wB97M-V/def2-TZVPD", "homo_energy_ev": -11.37, "smiles": "N#CC(=O)CO", "molar_mass_g_mol": 85.062, "lumo_energy_ev": -0.688, "e_tot_ha": -321.3069, "elements": ["N", "C", "C", "O", "C", "O", "H", "H", "H"], "coordinates": [[2.864, -0.040, 0.185], [1.762, -0.294, -0.121], [0.358, -0.594, 0.099], [-0.023, -1.716, 0.264], [-0.536, 0.607, -0.077], [-1.874, 0.309, 0.023], [-0.295, 1.064, -1.051], [-0.269, 1.344, 0.695], [-1.988, -0.678, -0.018]]}

Record 6
{"formula": "C3H3NO2", "method": "wB97M-V/def2-TZVPD", "homo_energy_ev": -10.47, "smiles": "N#C[C@@H](O)C=O", "molar_mass_g_mol": 85.062, "lumo_energy_ev": 0.074, "e_tot_ha": -321.2431, "elements": ["N", "C", "C", "O", "C", "O", "H", "H", "H"], "coordinates": [[2.054, -0.594, -1.179], [1.145, -0.024, -0.737], [0.068, 0.277, 0.165], [-0.648, 1.452, 0.323], [-0.925, -0.920, 0.278], [-0.591, -2.058, 0.107], [1.159, 0.340, 0.753], [-0.276, 2.174, -0.193], [-1.986, -0.647, 0.485]]}

Record 7
{"formula": "C3H3NO2", "method": "wB97M-V/def2-TZVPD", "homo_energy_ev": -8.79, "smiles": "O=c1cc[nH]o1", "molar_mass_g_mol": 85.062, "lumo_energy_ev": 0.042, "e_tot_ha": -321.2113, "elements": ["O", "C", "C", "C", "N", "O", "H", "H", "H"], "coordinates": [[-2.397, -0.194, -0.074], [-1.150, -0.279, -0.001], [-0.398, 0.837, 0.081], [0.908, 0.456, -0.084], [0.808, -0.879, -0.111], [-0.541, -1.419, 0.004], [-0.817, 1.881, -0.014], [1.756, 1.017, -0.129], [1.833, -1.421, 0.327]]}

Record 8
{"formula": "C3H3NO2", "method": "wB97M-V/def2-TZVPD", "homo_energy_ev": -9.21, "smiles": "N=C=C(O)C=O", "molar_mass_g_mol": 85.062, "lumo_energy_ev": 0.072, "e_tot_ha": -321.2719, "elements": ["N", "C", "C", "O", "C", "O", "H", "H", "H"], "coordinates": [[2.298, -0.567, 0.347], [1.255, -0.162, -0.158], [0.033, 0.247, -0.427], [-0.222, 1.518, -0.833], [-1.092, -0.575, 0.007], [-2.213, -0.103, -0.022], [1.989, -0.409, 1.316], [-1.175, 1.619, -0.671], [-0.873, -1.569, 0.441]]}

Record 9
{"formula": "C3H3NO2", "method": "wB97M-V/def2-TZVPD", "homo_energy_ev": [-9.00, -8.87], "molar_mass_g_mol": 85.062, "lumo_energy_ev": [-1.429, -0.394], "e_tot_ha": -321.1900, "elements": ["O", "C", "C", "O", "C", "N", "H", "H", "H"], "coordinates": [[1.374, -0.346, -0.875], [0.302, 0.176, -0.250], [0.236, 0.017, 1.185], [1.184, -0.478, 1.781], [-0.868, 0.451, -0.972], [-1.746, 0.921, -1.680], [1.864, -0.805, -0.161], [-1.679, -0.322, -0.732], [-0.668, 0.385, 1.703]]}

Record 10
{"formula": "C3H3NO2", "method": "wB97M-V/def2-TZVPD", "homo_energy_ev": [-8.39, -8.37], "molar_mass_g_mol": 85.062, "lumo_energy_ev": [-1.305, -1.317], "e_tot_ha": -321.1515, "elements": ["C", "C", "C", "N", "O", "O", "H", "H", "H"], "coordinates": [[-2.653, 1.081, -0.098], [-1.545, 0.726, -0.234], [0.817, -0.943, -0.133], [2.034, -0.490, -0.024], [0.176, -1.944, 0.198], [-0.451, 0.630, -0.726], [-3.159, 1.473, 0.696], [1.803, 0.438, -0.020], [2.978, -0.971, 0.342]]}

Record 11
{"formula": "C3H3NO2", "method": "wB97M-V/def2-TZVPD", "homo_energy_ev": -11.65, "smiles": "COC(=O)C#N", "molar_mass_g_mol": 85.062, "lumo_energy_ev": 0.223, "e_tot_ha": -321.2990, "elements": ["C", "O", "C", "O", "C", "N", "H", "H", "H"], "coordinates": [[-1.441, -0.210, 0.233], [-0.075, -0.191, -0.139], [0.917, 0.583, -0.539], [0.962, 1.558, -1.228], [2.082, -0.133, 0.042], [2.846, -0.806, 0.587], [-1.511, -1.198, 0.689], [-1.675, 0.552, 0.980], [-2.106, -0.154, -0.627]]}

Record 12
{"formula": "C3H3NO2", "method": "wB97M-V/def2-TZVPD", "homo_energy_ev": -10.09, "smiles": "O=[N+]([O-])C1=CC1", "molar_mass_g_mol": 85.062, "lumo_energy_ev": 0.257, "e_tot_ha": -321.1010, "elements": ["O", "N", "O", "C", "C", "C", "H", "H", "H"], "coordinates": [[1.479, 0.820, 1.744], [0.703, 1.337, 0.990], [0.360, 2.446, 0.882], [0.075, 0.161, -0.089], [0.414, -0.947, -0.706], [-1.051, -0.650, -0.550], [1.333, -1.461, -0.990], [-1.656, -0.444, -1.335], [-1.657, -1.262, 0.054]]}

Record 13
{"formula": "C3H3NO2", "method": "wB97M-V/def2-TZVPD", "multiplicity": 3, "homo_energy_ev": [-8.19, -11.58], "molar_mass_g_mol": 85.062, "lumo_energy_ev": [0.773, -2.736], "e_tot_ha": -321.1010, "s2": 2.015, "elements": ["C", "C", "C", "N", "O", "O", "H", "H", "H"], "coordinates": [[-1.053, -1.108, 0.181], [-0.279, 0.120, 0.107], [1.201, 0.108, -0.009], [-1.684, -2.056, 0.038], [-2.171, 1.309, -0.040], [-0.882, 1.237, -0.071], [1.636, -0.509, 0.690], [1.611, 1.194, 0.158], [1.621, -0.295, -1.054]]}

Record 14
{"formula": "C3H3NO2S", "method": "wB97M-V/def2-TZVPD", "homo_energy_ev": -8.10, "smiles": "SN=c1occo1", "molar_mass_g_mol": 117.129, "lumo_energy_ev": 0.781, "e_tot_ha": -719.4770, "elements": ["S", "N", "C", "O", "C", "C", "O", "H", "H", "H"], "coordinates": [[3.046, -0.071, -0.001], [1.699, -1.007, -0.037], [0.506, -0.603, -0.016], [0.188, 0.773, -0.022], [-1.214, 0.795, -0.021], [-1.667, -0.465, -0.017], [-0.605, -1.349, -0.001], [2.442, 1.134, 0.015], [-1.771, 1.717, 0.030], [-2.624, -0.925, 0.071]]}

Record 15
{"formula": "C3H3NO2S", "method": "wB97M-V/def2-TZVPD", "homo_energy_ev": -8.63, "smiles": "O=c1o[nH]cc1S", "molar_mass_g_mol": 117.129, "lumo_energy_ev": 0.397, "e_tot_ha": -719.4533, "elements": ["O", "C", "O", "N", "C", "C", "S", "H", "H", "H"], "coordinates": [[-0.385, 2.589, -0.094], [-0.532, 1.390, 0.040], [-1.750, 0.659, -0.011], [-1.407, -0.777, -0.197], [-0.036, -0.873, -0.028], [0.578, 0.387, -0.007], [2.335, 0.510, -0.040], [-1.964, -1.205, 0.447], [0.412, -1.843, 0.014], [2.748, -0.838, -0.124]]}

Record 16
{"formula": "C3H3NO2S", "method": "wB97M-V/def2-TZVPD", "homo_energy_ev": -8.55, "smiles": "On1occc1=S", "molar_mass_g_mol": 117.129, "lumo_energy_ev": -0.068, "e_tot_ha": -719.4117, "elements": ["O", "N", "O", "C", "C", "C", "S", "H", "H", "H"], "coordinates": [[-0.063, -1.687, -1.242], [-0.278, -0.867, -0.214], [-1.232, 0.112, -0.571], [-0.816, 1.233, 0.045], [0.381, 1.105, 0.638], [0.820, -0.242, 0.398], [2.231, -1.014, 0.742], [-0.469, -2.546, -0.990], [-1.509, 2.067, -0.017], [0.935, 1.839, 1.213]]}

Record 17
{"formula": "C3H3NO2S2", "method": "wB97M-V/def2-TZVPD", "homo_energy_ev": -9.11, "smiles": "O=C(O)[C@H]1SC=NS1", "molar_mass_g_mol": 149.196, "lumo_energy_ev": -0.086, "e_tot_ha": -1117.6569, "elements": ["O", "C", "O", "C", "S", "C", "N", "S", "H", "H", "H"], "coordinates": [[-2.476, -1.116, 0.066], [-1.768, -0.143, -0.057], [-2.122, 1.166, -0.622], [-0.398, -0.235, 0.612], [0.737, -1.519, 0.055], [2.130, -0.588, -0.378], [1.965, 0.734, -0.427], [0.685, 1.462, 0.432], [-1.177, 1.650, -0.563], [-0.801, -0.351, 1.629], [3.226, -1.059, -0.747]]}

Record 18
{"formula": "C3H3NO2S2", "method": "wB97M-V/def2-TZVPD", "homo_energy_ev": -9.39, "molar_mass_g_mol": 149.196, "lumo_energy_ev": -1.938, "e_tot_ha": -1117.6145, "elements": ["C", "C", "C", "N", "O", "O", "S", "S", "H", "H", "H"], "coordinates": [[0.733, -0.913, 0.856], [-0.858, -0.808, 2.636], [-0.248, -0.342, -0.084], [0.552, -1.098, 2.051], [-1.010, -1.065, 3.783], [-1.518, -0.207, 1.758], [-1.027, -1.369, -1.138], [-0.376, 1.410, -0.352], [1.775, -1.255, 0.650], [-1.806, -0.334, -1.825], [-0.926, 1.598, 0.908]]}

Record 19
{"formula": "C3H3NO3", "method": "wB97M-V/def2-TZVPD", "homo_energy_ev": -10.55, "smiles": "O=C1COC(=O)N1", "molar_mass_g_mol": 101.061, "lumo_energy_ev": 0.519, "e_tot_ha": -396.5625, "elements": ["O", "C", "C", "O", "C", "O", "N", "H", "H", "H"], "coordinates": [[-2.044, -0.769, -0.310], [-0.965, -0.268, 0.136], [-0.437, 1.135, 0.149], [1.037, 0.992, -0.268], [1.326, -0.423, -0.072], [2.390, -0.774, -0.080], [0.035, -1.085, 0.202], [-0.633, 1.696, 1.023], [-0.796, 1.486, -0.760], [0.086, -1.991, -0.020]]}

Record 20
{"formula": "C3H3NO3", "method": "wB97M-V/def2-TZVPD", "homo_energy_ev": -10.88, "smiles": "C=NOC(=O)C=O", "molar_mass_g_mol": 101.061, "lumo_energy_ev": -1.383, "e_tot_ha": -396.4221, "elements": ["C", "N", "O", "C", "O", "C", "O", "H", "H", "H"], "coordinates": [[-1.639, -0.679, 1.390], [-0.391, -0.584, 1.321], [-0.253, -0.559, -0.022], [0.893, 0.271, -0.331], [1.886, 0.314, 0.443], [1.247, 0.744, -1.712], [0.579, 0.785, -2.803], [-2.204, -0.504, 2.542], [-2.387, -0.987, 0.691], [2.270, 1.199, -1.518]]}

The strongest force on any atom results, record by record, are as follows: 5.4 6.2 3.5 2.7 3.8 3.5 9.2 1.5 1.7 8.2 1.2 5.2 7.4 2.8 4.6 1.5 4.4 3.8 8.6 7.9 eV Å⁻¹.